64
Properties=species:S:1:pos:R:3:forces:R:3 method="wB97M-V/def2-TZVPD" e_above_lowest_kj_mol=73.65 e_tot_ev=-36169.0926 total_charge=+1 mol_weight_g_mol=426.58 orbital_gap_ev=4.403
C -6.88483 5.11855 -0.17780 -0.09 -0.19 0.10
O -6.92237 3.67424 -0.07739 1.25 -0.22 0.01
C -5.72432 3.03791 -0.05825 -0.32 0.27 -0.22
C -5.73158 1.61796 -0.13254 -0.03 0.45 0.08
C -4.54076 0.93747 -0.22969 0.34 0.12 -0.11
C -3.28653 1.62341 -0.25601 -0.21 0.18 0.24
C -2.05880 0.92773 -0.46275 0.17 0.31 -0.02
C -0.80890 1.54579 -0.40216 0.17 -0.10 0.29
C 0.37083 1.01449 -0.91332 -0.34 0.17 0.02
C 1.59692 1.75344 -0.93056 0.42 0.25 0.18
C 2.58633 1.52092 -1.93118 -0.40 -0.04 0.27
C 3.69538 2.32670 -2.03956 0.13 0.40 0.32
C 3.89393 3.37892 -1.10646 0.20 0.17 0.10
O 5.01930 4.12335 -1.24896 -0.88 -0.44 0.47
C 5.31438 5.08875 -0.21351 -0.05 -0.12 -0.24
C 2.94757 3.60600 -0.07471 0.23 -0.16 -0.19
C 1.82904 2.79673 0.00676 0.00 0.09 -0.42
C -3.30877 3.04058 -0.11953 -0.29 -0.09 0.02
C -4.49468 3.74059 -0.02123 -0.04 -0.16 -0.08
H -7.93053 5.41807 -0.22236 0.18 0.02 0.00
H -6.39890 5.56160 0.70235 -0.23 -0.15 -0.18
H -6.35493 5.43621 -1.08713 -0.21 -0.17 0.20
H -6.69198 1.10444 -0.13688 0.27 0.12 0.00
H -4.53599 -0.15149 -0.30215 -0.07 0.28 -0.01
H -2.10228 -0.13391 -0.71726 -0.03 0.21 -0.04
H -0.75291 2.54582 0.03514 -0.06 -0.37 -0.32
H 0.33339 0.05307 -1.42881 0.04 0.16 0.09
H 2.42111 0.71345 -2.64710 0.11 0.21 0.17
H 4.43773 2.18359 -2.82329 -0.19 0.01 0.21
H 6.29398 5.48110 -0.48347 -0.17 0.01 0.12
H 4.56867 5.89518 -0.20582 0.21 -0.18 -0.07
H 5.35128 4.61199 0.77609 0.05 0.05 -0.31
H 3.10252 4.41216 0.64745 -0.12 -0.43 -0.28
H 1.11001 2.97922 0.80643 0.24 -0.09 -0.20
H -2.38333 3.61397 -0.12406 -0.26 -0.18 -0.04
H -4.47885 4.83128 0.04281 0.05 -0.53 -0.01
C 3.10701 -2.56893 -0.13910 -0.07 -0.35 0.00
N 1.85926 -3.23869 0.22803 0.91 -0.33 -1.09
C 1.01384 -2.61143 1.06911 -0.59 0.94 1.37
C 1.20941 -1.41432 1.70843 0.35 -0.85 -0.96
C 0.08741 -1.05615 2.60925 -0.78 -0.09 0.25
C -0.86335 -2.29004 2.54332 0.10 0.13 0.30
C -0.32006 -3.23488 1.45621 -0.04 0.10 -0.10
C 1.67893 -4.60811 -0.18682 -0.07 -0.26 -0.08
C 2.23263 -5.64838 0.57566 -0.27 0.22 -0.15
C 2.02058 -6.97814 0.20361 -0.04 0.20 -0.15
C 1.28041 -7.27326 -0.94740 0.04 0.22 0.08
C 0.76372 -6.23668 -1.73256 0.12 0.07 0.14
C 0.97089 -4.90549 -1.36161 0.13 0.01 0.45
H 3.64277 -3.21804 -0.84023 -0.07 0.23 0.17
H 2.91126 -1.60004 -0.62809 -0.02 -0.22 0.18
H 3.74571 -2.39185 0.74142 -0.16 -0.01 -0.18
H 2.09330 -0.79078 1.60561 -0.08 -0.17 -0.02
H 0.40085 -0.87469 3.64642 0.01 0.07 -0.23
H -0.45119 -0.15671 2.27464 0.10 0.04 0.10
H -0.86352 -2.80055 3.51092 -0.09 0.08 -0.14
H -1.89127 -1.98398 2.33255 0.08 -0.09 0.09
H -1.00986 -3.26868 0.59762 0.31 -0.11 0.07
H -0.22246 -4.26655 1.82607 0.09 0.28 -0.22
H 2.80707 -5.39099 1.47005 -0.22 -0.15 -0.27
H 2.43251 -7.77790 0.82121 -0.13 0.20 -0.24
H 1.10992 -8.31191 -1.23357 0.05 0.31 0.08
H 0.19251 -6.45585 -2.63639 0.20 0.00 0.27
H 0.58061 -4.07628 -1.95743 0.07 -0.32 0.16